Formula: C6H8
Source: the OMol25 dataset
Level of theory: ωB97M-V/def2-TZVPD

XYZ file:
```
14
C6H8 (ωB97M-V/def2-TZVPD)
C 0.2132 1.3610 0.1697
C -0.5455 0.3000 -0.0815
C 1.7538 -0.5021 0.4337
C 1.4842 0.6618 -0.3920
C 0.6084 -0.5940 -0.5192
C -2.0027 -0.0827 -0.1041
H -0.0600 2.3924 0.6533
H 2.5561 -1.0934 0.1677
H 1.5280 -0.6103 1.5028
H 2.3120 0.9440 -1.1304
H 0.6824 -1.2991 -1.4175
H -2.4474 -0.0362 -1.0638
H -2.7368 0.5379 0.3453
H -2.0737 -1.1386 0.0691
```

Values from the calculation:
* energy above the lowest of the compared OMol25 structures with the same formula, charge and spin: 261.3 kJ/mol
* charge: 0
* multiplicity: 3
* HOMO-LUMO gap (alpha / beta): 5.78 / 9.16 eV
* E_LUMO (alpha / beta): 1.2 / -1.2 eV

Formula: C6H8AgLiO6
Source: the OMol25 dataset
Level of theory: ωB97M-V/def2-TZVPD

XYZ file:
```
22
C6H8AgLiO6 (ωB97M-V/def2-TZVPD)
O 0.7152 1.0281 1.2545
C 0.5878 1.7304 0.0995
C 1.9206 1.4122 1.9420
O -0.5191 1.8798 -0.4021
O 1.5317 2.6684 0.0178
C 2.3586 2.6656 1.1920
H 2.6794 0.6236 1.8780
H 1.6566 1.5695 2.9911
H 3.4040 2.6237 0.8718
H 2.1598 3.5890 1.7480
Ag -0.5834 -1.1246 1.3262
O 0.9173 -1.6258 -0.4058
O -0.5899 -1.2072 -2.0126
C -1.3592 -2.3620 -1.6274
C -2.6324 -1.8934 -0.9120
O -2.3570 -0.9193 0.0323
C 0.5918 -0.8587 -1.3106
H -1.5909 -2.9269 -2.5420
H -0.7621 -2.9955 -0.9564
H -3.1123 -2.7985 -0.4803
H -3.3398 -1.5268 -1.6923
Li -1.6767 0.4485 -1.0116
```

Values from the calculation:
* energy above the lowest of the compared OMol25 structures with the same formula, charge and spin: 31.5 kJ/mol
* charge: 0
* HOMO-LUMO gap: 6.45 eV
* E_LUMO: -0.4 eV

Formula: C6H8AlBrCuF5INO2
Source: the OMol25 dataset
Level of theory: ωB97M-V/def2-TZVPD

XYZ file:
```
26
C6H8AlBrCuF5INO2 (ωB97M-V/def2-TZVPD)
O 0.8123 2.1817 3.5075
N -0.3688 2.2054 3.6080
O -0.8653 0.9086 3.5054
C -1.4165 0.8074 2.1465
Al -1.3998 -1.1658 1.5073
Br -3.6674 -2.0034 1.4677
I 0.0950 -2.6593 3.0861
C -0.5909 -1.1367 -0.4262
C 0.9843 -0.9239 -0.2772
C 1.6306 0.0930 -1.3354
C 1.0155 0.0183 -2.7961
F 0.6688 -1.2961 -3.2034
F 2.0683 0.4084 -3.6835
C -0.1708 1.0815 -3.0725
F 0.1474 1.9429 -4.1436
F -1.3391 0.3588 -3.4257
F -0.4460 1.9087 -1.9797
H -2.4483 1.2815 2.0389
H -0.6457 1.3307 1.4659
H -0.7966 -2.1797 -0.8414
H -1.1453 -0.3002 -0.9583
H 1.5886 -1.8911 -0.2654
H 1.1543 -0.4518 0.7631
H 2.7350 -0.2113 -1.4400
H 1.6480 1.1372 -0.8830
Cu 0.7525 -1.4447 5.6350
```

Values from the calculation:
* charge: +1
* multiplicity: 2
* HOMO-LUMO gap (alpha / beta): 7.56 / 5.33 eV
* E_LUMO (alpha / beta): -5.8 / -7.9 eV

Formula: C6H8BBr2ClF4NNiO2
Source: the OMol25 dataset
Level of theory: ωB97M-V/def2-TZVPD

XYZ file:
```
26
C6H8BBr2ClF4NNiO2 (ωB97M-V/def2-TZVPD)
Ni -1.0104 0.6651 0.1090
Br -1.6192 0.1136 2.6347
C -1.6191 -1.7842 2.2544
Br -3.1696 -2.3291 1.2557
H -1.6322 -2.2952 3.2072
H -0.7310 -2.0077 1.6586
F 0.0961 0.9185 -3.9511
B -0.9971 0.9499 -3.1074
F -0.4885 0.5207 -1.7668
F -1.9714 0.0308 -3.4602
F -1.5189 2.2182 -2.9706
Cl -2.4880 3.1001 0.3031
C -2.6809 1.4012 -0.2099
H -2.9653 1.4100 -1.2579
H -3.4570 0.9800 0.4285
O 1.3425 2.0207 0.5729
C 1.6738 0.8430 0.5294
C 3.1073 0.3442 0.3929
C 2.9511 -1.1680 0.3196
C 1.4636 -1.3933 0.5626
O 0.9660 -2.4970 0.7272
N 0.7936 -0.2139 0.6041
H 3.6803 0.6760 1.2588
H 3.5522 0.7952 -0.4925
H 3.5284 -1.7211 1.0596
H 3.1935 -1.5777 -0.6620
```

Values from the calculation:
* charge: -1
* HOMO-LUMO gap (alpha / beta): 8.59 / 8.48 eV
* E_LUMO (alpha / beta): 2.4 / 2.4 eV

What are the total energy values for these records? In order: -233.14740; -839.32966; -5692.21844; -7979.84761 Ha.